Record 1
3 unconnected molecules or ions with the total composition C5H7NO at a distorted geometry. Source: the Open Molecules 2025 dataset; level of theory: wB97M-V/def2-TZVPD.

ORCA input file:
```
! wB97M-V def2-TZVPD RIJCOSX def2/J DEFGRID3
* xyz 0 1
C 1.31 -1.48 1.27
C -1.44 0.61 0.50
H 0.66 2.05 -1.51
H -1.00 -0.31 -1.51
H 2.70 -1.02 0.01
C -1.59 -0.40 -0.60
C -0.97 -0.57 0.74
N 2.24 -1.70 0.59
H -2.57 -0.85 -0.73
C 0.99 1.38 -0.70
H -0.86 -1.28 1.53
H -2.00 1.39 0.98
O 1.83 0.53 -0.90
H 0.70 1.67 0.31
*
```

Calculated values
- energy above the lowest of the compared OMol25 structures with the same formula, charge and spin (kcal/mol) = 143.57
- max |F| (eV/Å) = 1.653
- HOMO-LUMO gap (Eh) = 0.3556



Record 2
C2H3ClO2S in the gas phase at a distorted geometry. Source: the Open Molecules 2025 dataset; level of theory: wB97M-V/def2-TZVPD.

ORCA input file:
```
! wB97M-V def2-TZVPD RIJCOSX def2/J DEFGRID3
* xyz 0 1
H 2.99 0.55 0.68
C -0.35 0.35 -0.41
Cl -1.22 -2.03 -1.12
O 2.04 0.34 1.06
O -2.09 -0.90 1.00
H -0.93 1.17 -0.70
H 0.11 -0.09 -1.25
S 0.82 1.40 0.66
C -1.38 -0.79 0.09
*
```

Calculated values
- structure (SMILES) = O=C(Cl)CSO
- energy above the lowest of the compared OMol25 structures with the same formula, charge and spin (kcal/mol) = 23.72
- max |F| (eV/Å) = 4.251
- HOMO-LUMO gap (Eh) = 0.3499



Record 3
A molecular structure, C41H59BF2NP3PtSSi. Source: the Open Molecules 2025 dataset; level of theory: wB97M-V/def2-TZVPD.

ORCA input file:
```
! wB97M-V def2-TZVPD RIJCOSX def2/J DEFGRID3
* xyz 2 1
H 3.49 5.04 -0.96
C 3.63 3.47 0.57
C 1.43 -3.86 0.82
H 4.00 -0.50 3.48
H 4.38 -2.77 1.79
H -1.03 3.52 2.72
H -2.23 -0.92 -4.83
H 0.57 0.37 4.84
H 1.87 -3.15 4.20
H 1.94 1.09 -3.81
H 2.47 -4.07 0.56
H -3.35 -3.55 -3.17
H 5.25 3.35 1.98
H 3.17 0.34 4.79
C 1.02 -1.39 -4.18
C -0.46 3.04 1.93
C -4.39 -2.80 -0.66
C 1.71 2.05 -1.90
H 6.48 -2.39 0.62
H 5.05 4.90 -0.15
H -4.49 -2.05 -4.37
N -2.83 -2.12 2.20
H -3.98 -0.59 -5.24
H 1.47 3.53 2.70
H -5.64 -0.79 -4.75
C -3.60 -2.99 2.87
H -1.87 -2.36 1.97
C 0.99 -1.19 -2.80
H -6.10 -1.38 -2.34
C 1.85 -0.24 3.20
C -4.88 -2.65 3.20
H 0.93 -4.82 0.98
C 3.08 -0.47 4.07
H 0.55 5.25 -1.46
H -2.68 -4.48 -1.84
H -2.27 -2.38 -0.56
H -4.81 -2.00 -0.05
H 3.70 5.65 0.69
C 3.36 -1.11 0.87
H 1.92 0.77 2.78
H 3.90 2.30 2.40
H 1.67 5.74 1.37
P 1.70 -1.24 1.65
H -0.14 -1.39 -5.99
H 6.73 -0.51 -0.95
S -2.07 0.18 1.09
H -1.65 -3.35 -2.73
C 1.36 3.26 -1.25
C 4.44 -1.95 1.10
H 1.93 -1.31 -2.26
C 2.11 -3.63 3.25
H 3.79 4.04 2.66
H 1.96 -1.64 -4.66
C 3.97 4.85 0.00
C -4.61 -0.97 -4.44
C -5.35 -1.39 2.84
H 0.02 5.44 0.80
H 3.19 -3.59 3.11
C -0.14 -1.25 -4.91
H 0.97 -3.38 -0.05
H -6.36 -1.09 3.10
B -2.88 0.78 -0.67
H -3.15 -3.94 3.11
H 4.82 0.99 -1.39
P -2.95 -0.72 -2.03
H 0.29 -2.96 2.40
Si 1.87 0.82 -0.46
H 0.34 5.67 2.52
C 0.89 3.72 1.79
C 1.34 -3.00 2.08
C 1.20 3.09 -3.99
H -1.04 3.11 1.00
H -5.13 -3.06 -1.41
C 4.16 3.27 1.99
H -4.25 -3.68 -0.04
H 1.15 3.05 -5.07
H -5.60 -0.08 -1.24
C 0.76 4.23 -3.34
C 3.49 -0.05 -0.06
C -2.66 -3.51 -2.33
C 5.79 -0.67 -0.44
H 0.40 -1.33 4.40
C 4.71 0.17 -0.68
C 0.54 -0.32 3.99
H -0.32 -0.07 3.37
H 3.01 -1.40 4.63
C 5.65 -1.73 0.44
P 1.87 2.96 0.45
C -3.06 -2.43 -1.32
H -4.19 0.80 -3.27
C -0.17 -0.86 -2.09
C 0.85 4.34 -1.96
H 0.37 5.06 -3.91
H -4.87 0.48 1.89
C 1.67 1.99 -3.28
H -5.51 -3.35 3.74
C 0.74 5.24 1.60
C -3.24 -0.88 1.83
H 1.83 -4.68 3.33
C -5.70 -0.37 -2.28
H -6.43 0.30 -2.74
C -1.32 -0.96 -4.25
C -1.35 -0.78 -2.87
C -4.53 -0.50 2.17
H -0.35 1.98 2.18
Pt 0.23 -0.65 -0.03
F -4.11 1.32 -0.41
C -4.39 -0.27 -3.09
F -1.95 1.69 -1.10
H 4.12 2.73 -0.08
*
```

Calculated values
- energy above the lowest of the compared OMol25 structures with the same formula, charge and spin (kcal/mol) = 17.95
- max |F| (eV/Å) = 0.735
- HOMO-LUMO gap (Eh) = 0.2606



> Which of these has the highest energy above the lowest of the compared OMol25 structures with the same formula, charge and spin?

C5H7NO



> Which of these has the highest max |F|?

C2H3ClO2S